# 1
67
Properties=species:S:1:pos:R:3 method="wB97M-V/def2-TZVPD" de_lowest_kj_mol=545.08 e_tot_ha=-2234.64627 smiles="CN(C)P(=O)(N(C)C)N(C)C.CN(C)P(=O)(N(C)C)N(C)C.OBP(O)O" homo_lumo_gap_ha=0.2519
C 4.85 -5.70 -0.99
N 4.10 -4.58 -1.52
C 4.95 -3.72 -2.32
P 2.54 -4.05 -1.11
O 2.13 -3.86 -2.59
N 1.54 -5.45 -0.94
C 1.87 -6.68 -1.65
C 0.12 -5.16 -1.15
N 3.01 -4.27 0.59
C 3.81 -3.15 1.10
C 1.98 -4.55 1.60
H 5.82 -5.38 -0.60
H 5.02 -6.45 -1.77
H 4.35 -6.22 -0.16
H 5.66 -3.17 -1.69
H 4.38 -2.96 -2.88
H 5.51 -4.29 -3.07
H 2.05 -6.51 -2.72
H 1.07 -7.43 -1.55
H 2.74 -7.17 -1.22
H -0.13 -5.07 -2.21
H -0.16 -4.23 -0.65
H -0.51 -5.95 -0.72
H 4.37 -3.45 1.99
H 3.19 -2.28 1.35
H 4.56 -2.81 0.37
H 1.55 -5.55 1.48
H 1.17 -3.81 1.56
H 2.40 -4.53 2.62
C 0.04 4.52 2.00
N -0.53 4.72 0.68
C 0.52 4.81 -0.33
P -2.12 5.13 0.26
O -2.17 4.08 -0.87
N -3.18 4.21 1.26
C -2.74 2.94 1.82
C -4.51 4.02 0.66
N -2.06 6.34 1.56
C -1.36 7.57 1.15
C -3.30 6.76 2.22
H 0.91 5.16 2.16
H 0.36 3.48 2.11
H -0.65 4.74 2.82
H 1.08 5.74 -0.23
H 0.11 4.79 -1.35
H 1.21 3.97 -0.25
H -2.32 2.27 1.06
H -3.57 2.41 2.31
H -2.01 3.08 2.61
H -4.50 3.24 -0.11
H -4.86 4.95 0.21
H -5.24 3.74 1.43
H -1.03 8.13 2.04
H -1.99 8.22 0.54
H -0.46 7.36 0.57
H -3.73 5.97 2.84
H -4.05 7.08 1.48
H -3.13 7.60 2.91
O -1.36 -1.40 -0.85
B -2.28 -1.61 -2.02
P -4.00 -0.77 -2.15
O -5.31 -1.86 -1.74
O -4.09 0.73 -1.26
H -0.81 -0.56 -0.99
H -1.96 -2.28 -2.96
H -5.16 -2.28 -0.82
H -3.72 1.44 -1.90

# 2
47
Properties=species:S:1:pos:R:3 method="wB97M-V/def2-TZVPD" total_charge=-1 de_lowest_kj_mol=0.00 e_tot_ha=-4210.84258 homo_lumo_gap_ha=0.1013
H 0.37 1.72 0.20
C -0.86 0.91 -2.29
H -0.93 1.96 -2.01
C 0.37 0.41 -2.70
C 0.49 -0.93 -3.04
N -0.56 -1.76 -2.90
C -0.53 -3.07 -3.45
C 0.69 -3.75 -3.53
C 0.69 -5.06 -4.01
C -0.51 -5.66 -4.42
C -1.72 -4.95 -4.37
C -1.73 -3.64 -3.87
C -1.69 -1.31 -2.26
C -1.83 0.00 -1.83
C -2.84 0.22 -0.73
N -2.76 1.39 0.03
O -3.60 -0.70 -0.44
H 1.28 1.01 -2.62
H 1.40 -1.34 -3.48
H 1.60 -3.26 -3.20
H 1.64 -5.61 -4.05
H -0.50 -6.68 -4.80
H -2.66 -5.40 -4.71
H -2.66 -3.08 -3.81
H -2.46 -2.05 -2.12
H -2.39 2.24 -0.36
H -3.56 1.50 0.65
O 4.38 0.05 3.66
C 3.61 0.87 3.92
Co 2.43 2.10 4.36
C 1.23 1.06 5.15
O 0.45 0.42 5.72
C 3.49 2.66 5.66
O 4.16 3.01 6.53
C 2.06 2.51 2.48
C 0.88 1.93 2.07
C 0.36 1.08 1.05
Co 0.53 3.33 3.08
C -1.02 2.61 3.50
O -2.05 2.16 3.79
C -0.05 4.94 2.51
O -0.43 6.00 2.26
C 1.09 3.87 4.74
O 1.00 4.59 5.66
H 2.92 2.74 1.85
H -0.69 0.81 1.27
H 0.92 0.16 0.85

# 3
96
Properties=species:S:1:pos:R:3 method="wB97M-V/def2-TZVPD" total_charge=+2 de_lowest_kj_mol=0.00 e_tot_ha=-3525.50684 spin_multiplicity=6 homo_lumo_gap_ha="0.3324 / 0.2110"
Pd 1.03 0.32 0.47
Cl -1.32 -2.36 1.10
C -1.24 -3.22 -0.38
C -2.10 -4.28 -0.56
C -2.06 -5.00 -1.75
C -1.19 -4.65 -2.77
C -0.33 -3.59 -2.59
Cl 0.71 -3.18 -3.90
C -0.31 -2.83 -1.38
S 0.82 -1.56 -1.24
H -2.78 -4.55 0.23
H -2.73 -5.84 -1.89
H -1.17 -5.20 -3.70
C 2.02 -1.87 2.53
O 2.52 -0.83 1.67
C 3.36 0.13 2.34
C 2.51 1.23 2.94
O 1.83 1.95 1.90
C 2.56 3.07 1.41
H 2.86 -2.38 3.00
H 1.47 -2.56 1.90
H 1.35 -1.46 3.29
H 4.03 0.51 1.58
H 3.94 -0.38 3.11
H 3.13 1.92 3.52
H 1.74 0.82 3.59
H 3.46 2.76 0.88
H 2.83 3.73 2.24
H 1.91 3.61 0.73
O -0.41 0.24 2.10
C -1.43 0.97 2.17
C -2.20 1.05 3.46
C -3.69 0.61 3.37
C -4.22 0.38 1.95
C -4.32 1.65 1.11
C -3.07 2.52 1.19
N -1.84 1.72 1.15
H -2.13 2.08 3.81
H -1.66 0.43 4.17
H -4.31 1.36 3.87
H -3.81 -0.31 3.94
H -5.21 -0.08 2.02
H -3.58 -0.35 1.44
H -5.17 2.26 1.45
H -4.52 1.38 0.07
H -3.06 3.11 2.10
H -3.03 3.22 0.35
H -1.31 1.68 0.28
C 2.08 3.24 -2.12
C 1.58 1.97 -1.52
O 2.40 1.08 -1.10
N 0.31 1.69 -1.40
Te -1.13 0.22 -3.64
C -0.65 0.46 -5.64
C 0.72 0.47 -5.95
C 1.79 0.37 -4.89
C 1.09 0.60 -7.28
C 0.14 0.72 -8.29
C 0.55 0.86 -9.73
C -1.21 0.69 -7.95
C -1.64 0.56 -6.63
C -3.11 0.52 -6.35
C -2.64 1.62 -3.35
C -3.81 1.18 -2.72
C -4.00 -0.24 -2.26
C -4.84 2.10 -2.54
C -4.72 3.42 -2.95
C -5.84 4.40 -2.76
C -3.52 3.83 -3.54
C -2.47 2.95 -3.75
C -1.21 3.45 -4.41
H 2.87 3.66 -1.50
H 1.28 3.96 -2.25
H 2.53 3.03 -3.10
H 1.65 -0.49 -4.23
H 1.79 1.27 -4.26
H 2.77 0.29 -5.34
H 2.14 0.61 -7.54
H 1.63 0.91 -9.83
H 0.12 1.76 -10.17
H 0.19 0.01 -10.31
H -1.96 0.76 -8.73
H -3.66 0.28 -7.25
H -3.48 1.48 -5.98
H -3.37 -0.23 -5.60
H -3.22 -0.55 -1.56
H -3.99 -0.94 -3.10
H -4.96 -0.36 -1.76
H -5.77 1.77 -2.08
H -6.69 3.94 -2.26
H -6.17 4.79 -3.72
H -5.51 5.26 -2.16
H -3.41 4.87 -3.84
H -1.16 4.54 -4.35
H -1.18 3.18 -5.47
H -0.32 3.04 -3.94

# 4
83
Properties=species:S:1:pos:R:3 method="wB97M-V/def2-TZVPD" total_charge=-3 e_tot_ha=-3264.58808 homo_lumo_gap_ha=0.1964
Y 1.92 -1.15 -0.39
O -0.42 -1.31 -0.63
C -1.01 -0.03 -0.45
C -0.19 0.94 0.43
O 1.09 1.12 0.00
H -1.97 -0.19 0.12
H -1.35 0.43 -1.40
H -0.23 0.46 1.45
H -0.77 1.89 0.51
O 3.64 0.21 -1.22
C 4.87 -0.40 -1.26
C 4.90 -1.96 -1.12
O 3.75 -2.58 -0.60
H 5.55 -0.06 -0.45
H 5.36 -0.09 -2.22
H 5.76 -2.39 -0.59
H 5.05 -2.36 -2.16
N 1.24 5.35 0.53
S 0.84 6.80 0.03
O 1.31 7.89 0.83
O -0.44 6.92 -0.60
F 1.80 6.89 -1.25
S 0.54 5.22 1.98
O -0.63 6.03 2.17
O 1.44 5.08 3.06
F -0.06 3.76 1.85
C 1.80 -2.16 2.55
O 1.41 -2.78 1.33
O 2.35 -1.03 2.17
C 0.73 -2.31 3.64
F 1.12 -1.58 4.71
F -0.52 -1.97 3.34
F 0.69 -3.58 4.14
C 1.13 -4.17 1.29
C 0.81 -4.52 -0.12
H 0.69 -5.60 -0.28
H -0.15 -4.09 -0.44
H 1.60 -4.17 -0.79
H 0.30 -4.44 1.95
H 2.04 -4.68 1.65
H 2.64 -2.79 2.97
C -2.28 -2.49 -3.12
O -0.92 -2.82 -2.82
H -2.84 -2.70 -2.21
H -2.30 -1.40 -3.22
H -2.64 -2.97 -4.02
H -0.74 -2.38 -1.95
C 2.56 -1.90 -3.85
O 1.66 -1.68 -2.80
H 3.41 -1.23 -3.72
H 2.89 -2.95 -3.90
H 2.08 -1.67 -4.81
H 0.85 -2.20 -2.97
C -3.21 -2.70 1.42
O -2.64 -2.90 0.15
H -2.41 -2.55 2.15
H -3.84 -1.80 1.43
H -3.81 -3.55 1.75
H -1.90 -2.27 0.06
C 1.45 1.60 4.14
O 2.76 1.22 3.84
H 1.42 2.49 4.78
H 0.89 1.84 3.23
H 0.92 0.83 4.72
H 2.73 0.41 3.30
C -0.54 4.09 -2.63
O 0.80 3.93 -3.11
H -0.99 3.13 -2.35
H -0.40 4.76 -1.78
H -1.32 4.50 -3.28
H 0.78 4.20 -4.03
C -3.63 3.37 1.24
O -3.75 1.96 1.31
H -4.43 3.76 1.86
H -2.68 3.75 1.63
H -3.71 3.73 0.21
H -3.12 1.57 0.69
C -4.95 -0.66 -1.12
O -4.98 -1.31 -2.38
H -3.97 -0.24 -0.88
H -5.64 0.19 -1.14
H -5.35 -1.31 -0.33
H -4.85 -2.24 -2.19

Repeat the fourth record exactly.
83
Properties=species:S:1:pos:R:3 method="wB97M-V/def2-TZVPD" total_charge=-3 e_tot_ha=-3264.58808 homo_lumo_gap_ha=0.1964
Y 1.92 -1.15 -0.39
O -0.42 -1.31 -0.63
C -1.01 -0.03 -0.45
C -0.19 0.94 0.43
O 1.09 1.12 0.00
H -1.97 -0.19 0.12
H -1.35 0.43 -1.40
H -0.23 0.46 1.45
H -0.77 1.89 0.51
O 3.64 0.21 -1.22
C 4.87 -0.40 -1.26
C 4.90 -1.96 -1.12
O 3.75 -2.58 -0.60
H 5.55 -0.06 -0.45
H 5.36 -0.09 -2.22
H 5.76 -2.39 -0.59
H 5.05 -2.36 -2.16
N 1.24 5.35 0.53
S 0.84 6.80 0.03
O 1.31 7.89 0.83
O -0.44 6.92 -0.60
F 1.80 6.89 -1.25
S 0.54 5.22 1.98
O -0.63 6.03 2.17
O 1.44 5.08 3.06
F -0.06 3.76 1.85
C 1.80 -2.16 2.55
O 1.41 -2.78 1.33
O 2.35 -1.03 2.17
C 0.73 -2.31 3.64
F 1.12 -1.58 4.71
F -0.52 -1.97 3.34
F 0.69 -3.58 4.14
C 1.13 -4.17 1.29
C 0.81 -4.52 -0.12
H 0.69 -5.60 -0.28
H -0.15 -4.09 -0.44
H 1.60 -4.17 -0.79
H 0.30 -4.44 1.95
H 2.04 -4.68 1.65
H 2.64 -2.79 2.97
C -2.28 -2.49 -3.12
O -0.92 -2.82 -2.82
H -2.84 -2.70 -2.21
H -2.30 -1.40 -3.22
H -2.64 -2.97 -4.02
H -0.74 -2.38 -1.95
C 2.56 -1.90 -3.85
O 1.66 -1.68 -2.80
H 3.41 -1.23 -3.72
H 2.89 -2.95 -3.90
H 2.08 -1.67 -4.81
H 0.85 -2.20 -2.97
C -3.21 -2.70 1.42
O -2.64 -2.90 0.15
H -2.41 -2.55 2.15
H -3.84 -1.80 1.43
H -3.81 -3.55 1.75
H -1.90 -2.27 0.06
C 1.45 1.60 4.14
O 2.76 1.22 3.84
H 1.42 2.49 4.78
H 0.89 1.84 3.23
H 0.92 0.83 4.72
H 2.73 0.41 3.30
C -0.54 4.09 -2.63
O 0.80 3.93 -3.11
H -0.99 3.13 -2.35
H -0.40 4.76 -1.78
H -1.32 4.50 -3.28
H 0.78 4.20 -4.03
C -3.63 3.37 1.24
O -3.75 1.96 1.31
H -4.43 3.76 1.86
H -2.68 3.75 1.63
H -3.71 3.73 0.21
H -3.12 1.57 0.69
C -4.95 -0.66 -1.12
O -4.98 -1.31 -2.38
H -3.97 -0.24 -0.88
H -5.64 0.19 -1.14
H -5.35 -1.31 -0.33
H -4.85 -2.24 -2.19